Model A:
C5H8NO2 | ωB97M-V/def2-TZVPD

CARTESIAN COORDINATES (ANGSTROEM)
N: 0.4804 -1.2121 -0.2718
C: -0.5459 -1.2347 0.7685
C: -1.2987 0.1026 0.7314
C: -0.7756 0.7531 -0.5624
C: 0.5905 0.1486 -0.8219
C: 1.8620 0.8906 -0.3256
O: 2.5399 0.2859 0.5408
O: 2.1115 1.9660 -0.9032
H: 1.3873 -1.3483 0.1737
H: -1.2588 -2.0544 0.6174
H: -0.1205 -1.3671 1.7684
H: -1.1026 0.7003 1.6273
H: -2.3812 0.1118 0.5972
H: -0.7931 1.8374 -0.6739
H: -1.4053 0.3532 -1.3581
H: 0.7099 0.0670 -1.9078

As for the HOMO energy: -3.88 eV. The value obtained for the orbital gap is 7.974 eV. The total charge is -1. Its SMILES is O=C([O-])[C@@H]1CCCN1. The calculation puts the LUMO energy at 4.09 eV.

=====

Model B:
C5H8NO2 | ωB97M-V/def2-TZVPD

CARTESIAN COORDINATES (ANGSTROEM)
C: -0.8110 -0.2203 -0.0606
C: 0.5889 -0.7513 -0.4131
C: 1.6676 -0.3158 0.5391
C: 2.1633 -1.0969 1.4867
N: -1.0405 1.1006 -0.5591
C: -2.3318 1.5644 -0.9771
O: -3.2167 0.6780 -1.0518
O: -2.3713 2.7718 -1.2996
H: -1.5647 -0.8627 -0.5048
H: -0.9177 -0.2688 1.0334
H: 0.8101 -0.3807 -1.4198
H: 0.5297 -1.8350 -0.4591
H: 2.0160 0.7016 0.4011
H: 2.9320 -0.7324 2.1633
H: 1.8289 -2.1107 1.6710
H: -0.2826 1.7584 -0.5498

As for the HOMO energy: -3.92 eV. The value obtained for the orbital gap is 7.408 eV. The total charge is -1. Its SMILES is C=CCCNC(=O)[O-]. The calculation puts the LUMO energy at 3.48 eV.

=====

Which is the most stable structure? model A is the most stable.

=====

Model A:
C10H16O2 | ωB97M-V/def2-TZVPD

CARTESIAN COORDINATES (ANGSTROEM)
C: 0.6412 -2.0222 0.2062
C: 0.9700 -0.6907 -0.1223
C: 1.9333 -0.4148 -1.2591
C: 1.5215 0.0551 1.1317
C: 0.8189 1.6088 0.8190
C: -0.3553 1.5124 -0.2167
C: -0.4597 -0.0167 -0.4489
C: -1.6205 -0.2507 0.6556
C: -2.8980 0.4132 -0.0781
C: -1.2844 -0.3030 -1.5605
H: 0.4170 -2.8817 -0.6057
H: -0.3729 -1.9682 0.8898
H: 1.5084 -2.3643 1.1400
H: 2.8311 -1.2643 -1.1656
H: 2.6286 0.7065 -1.0848
H: 1.1534 -0.5841 -1.9752
H: 2.9071 0.2550 1.0868
H: 1.2983 -0.5565 2.1273
H: 1.7328 2.1322 0.2592
H: 0.8642 2.0532 1.8810
H: -1.2257 1.9820 0.2246
H: 0.0550 2.1504 -1.1057
H: -1.4473 0.6211 1.4772
H: -1.9612 -1.2203 1.1676
H: -2.8755 1.6050 0.3682
H: -3.5564 -0.3345 0.3094
O: -2.5117 0.3261 -1.5228
O: -0.7122 -0.5493 -2.5983

As for the HOMO energy: -9.82 eV. The value obtained for the orbital gap is 10.378 eV. The total charge is 0. The calculation puts the LUMO energy at 0.56 eV.

=====

Model B:
C10H16O2 | ωB97M-V/def2-TZVPD

CARTESIAN COORDINATES (ANGSTROEM)
C: 1.4132 2.0353 -1.7498
C: 0.2029 1.1679 -1.4777
C: 1.3456 3.4532 -1.0902
O: 2.5419 1.3264 -1.2871
H: 1.5264 2.3383 -2.7956
H: 0.0853 0.4878 -2.3330
H: 1.7271 3.5920 -0.0856
H: 1.8054 4.1461 -1.8041
H: 0.3112 3.8195 -1.1485
H: 3.4012 1.6825 -1.5349
H: -0.7037 1.7615 -1.5794
H: 0.2427 0.5658 -0.5804
C: 1.6621 -0.6754 2.2078
C: -0.8737 -2.0426 -0.3106
C: 0.2667 -1.9390 0.4644
C: -2.0120 -1.3978 0.1186
C: 0.3668 -0.9753 1.4959
C: -1.9838 -0.4456 1.1265
C: -0.7753 -0.2397 1.7837
O: -3.1996 -1.7936 -0.4689
H: -0.8751 -2.8054 -1.0760
H: 1.2028 -2.4354 0.2366
H: -3.8978 -1.4192 0.0319
H: -2.8903 0.0951 1.3659
H: 1.5691 -0.8529 3.2782
H: 1.9269 0.3180 1.8469
H: -0.7131 0.5053 2.5691
H: 2.4572 -1.3636 1.9113

As for the HOMO energy: -8.33 eV. The value obtained for the orbital gap is 9.187 eV. The total charge is 0. Its SMILES is Cc1ccc(O)cc1.CC(C)O. The calculation puts the LUMO energy at 0.86 eV.

=====

Which is the most stable structure? model B is the most stable.

=====

Model A:
C5H14S | ωB97M-V/def2-TZVPD

CARTESIAN COORDINATES (ANGSTROEM)
C: -1.6026 -2.3438 -0.2918
C: -1.7028 -1.4703 0.9454
H: -1.1752 -3.3019 -0.0211
H: -2.5345 -2.4867 -0.8439
H: -1.0765 -1.7783 -1.0794
H: -2.2506 -1.9953 1.7368
H: -2.2322 -0.5214 0.8688
H: -0.7110 -1.2917 1.3676
C: 0.5270 1.1434 -0.4606
C: -0.0165 1.3100 -1.8963
C: 2.6078 1.3025 1.4267
S: 2.3166 1.0219 -0.2945
H: 0.2419 2.0892 0.0083
H: 0.0638 0.2720 -0.0077
H: -1.0936 1.2978 -1.7803
H: 0.3229 0.5010 -2.5448
H: 3.6560 1.5610 1.5663
H: 1.9381 2.1047 1.7369
H: 2.4340 0.3965 2.0179
H: 0.2874 2.1892 -2.4543

As for the HOMO energy (spin up / spin down): -14.62 / -14.62 eV. The value obtained for the orbital gap (spin up / spin down) is 11.460 / 6.278 eV. The total charge is +1. The spin multiplicity is 2. The calculation puts the LUMO energy (spin up / spin down) at -3.16 / -8.34 eV. The expectation value of S² is 0.753.

=====

Model B:
C5H14S | ωB97M-V/def2-TZVPD

CARTESIAN COORDINATES (ANGSTROEM)
C: 1.2800 -0.2090 -0.4752
C: 0.8428 1.1183 -1.0247
C: 2.9292 0.4429 1.6459
S: 3.0389 -0.1902 -0.0404
H: 0.6671 -0.3782 0.4158
H: 1.0630 -1.0436 -1.1480
H: 1.2164 1.3139 -2.0307
H: 1.1603 1.9515 -0.3891
H: 1.9106 0.8197 1.8063
H: 2.9593 -0.3366 2.4044
H: 3.6811 1.2154 1.7826
H: -0.2488 1.1996 -1.0119
C: -2.8288 -0.0343 -0.0494
C: -2.2822 -1.4170 -0.4189
H: -3.0428 -0.0051 1.0195
H: -1.9974 0.6493 -0.1453
H: -3.6602 0.3370 -0.6040
H: -2.9360 -1.7555 -1.2438
H: -1.2861 -1.5032 -0.8184
H: -2.4663 -2.1748 0.3253

As for the HOMO energy (spin up / spin down): -14.53 / -14.53 eV. The value obtained for the orbital gap (spin up / spin down) is 11.114 / 6.084 eV. The total charge is +1. The spin multiplicity is 2. The calculation puts the LUMO energy (spin up / spin down) at -3.42 / -8.45 eV. The expectation value of S² is 0.753.

=====

Which is the most stable structure? model A is the most stable.

=====

Model A:
C2H2N2O4 | ωB97M-V/def2-TZVPD

CARTESIAN COORDINATES (ANGSTROEM)
C: 1.2122 0.0284 -0.0965
C: -1.1340 -0.2247 0.0179
H: -0.3569 2.0896 0.9525
H: 1.0734 -1.7900 1.0524
N: -0.0441 0.6424 -0.4209
N: 0.8959 -1.4209 -0.0674
O: -0.3300 2.0641 -0.0185
O: 2.3005 0.3882 0.1680
O: -0.5331 -1.5737 -0.0841
O: -2.3310 -0.0876 0.1701

As for the HOMO energy: -10.86 eV. The value obtained for the orbital gap is 10.758 eV. The total charge is 0. Its SMILES is O=c1[nH]oc(=O)n1O. The calculation puts the LUMO energy at -0.11 eV.

=====

Model B:
C2H2N2O4 | ωB97M-V/def2-TZVPD

CARTESIAN COORDINATES (ANGSTROEM)
C: 1.6060 0.0727 -0.0654
C: 0.2085 0.9740 -0.1019
H: -2.4471 0.4056 -0.5831
H: -0.3618 -1.4565 0.9361
N: -0.7398 -0.0023 -0.2496
N: -0.2496 -1.3817 -0.0620
O: -2.0077 0.0907 0.2506
O: 1.1124 -1.2673 -0.2105
O: 2.7656 0.3966 0.1683
O: 0.1134 2.1682 -0.0825

As for the HOMO energy: -10.08 eV. The value obtained for the orbital gap is 9.734 eV. The total charge is 0. Its SMILES is O=c1o[nH]n(O)c1=O. The calculation puts the LUMO energy at -0.35 eV.

=====

Model C:
C2H2N2O4 | ωB97M-V/def2-TZVPD

CARTESIAN COORDINATES (ANGSTROEM)
C: -0.3417 2.1087 0.1984
C: 2.3036 -1.4489 -0.0041
N: 1.1106 -1.3150 -0.0218
N: -1.4278 1.5940 0.1231
O: 0.4188 2.9935 0.1344
O: 3.4590 -1.2716 -0.0807
O: -0.0754 -1.8584 0.3592
O: -1.8895 0.3334 -0.1019
H: -0.8835 -1.4586 0.0833
H: -2.6740 0.3228 -0.6900

As for the HOMO energy: -9.90 eV. The value obtained for the orbital gap is 9.647 eV. The total charge is 0. Its SMILES is O=C=NO.O=C=NO. The calculation puts the LUMO energy at -0.26 eV.

=====

Which is the most stable structure? model A is the most stable.

=====

Model A:
C2H2N2O4 | ωB97M-V/def2-TZVPD

CARTESIAN COORDINATES (ANGSTROEM)
C: 0.8675 -0.7818 -0.8818
C: -0.0383 0.3419 -0.3020
N: -1.4098 0.0968 -0.5805
N: -0.0775 0.1331 1.5477
O: 0.5474 0.9300 2.1177
O: 0.6701 -1.9377 -0.6054
O: -1.9946 1.0103 -1.1237
O: -0.7327 -0.7764 1.8528
H: 1.6149 -0.3512 -1.5458
H: 0.5530 1.3350 -0.4789

As for the HOMO energy (spin up / spin down): -10.15 / -10.15 eV. The value obtained for the orbital gap (spin up / spin down) is 8.583 / 8.584 eV. The total charge is 0. The calculation puts the LUMO energy (spin up / spin down) at -1.57 / -1.57 eV.

=====

Model B:
C2H2N2O4 | ωB97M-V/def2-TZVPD

CARTESIAN COORDINATES (ANGSTROEM)
C: 0.1338 0.4370 -0.3813
C: -0.5046 -0.4102 0.6591
H: -1.7391 0.4838 -2.7285
H: 1.6701 0.7672 1.8174
N: -0.1333 0.5356 -1.6923
N: 1.7460 -0.1039 1.1547
O: -1.5193 0.3121 -1.8542
O: 1.5364 0.5763 -0.2455
O: 0.4168 -0.6215 1.5127
O: -1.5584 -0.8211 0.9628

As for the HOMO energy: -9.93 eV. The value obtained for the orbital gap is 9.392 eV. The total charge is 0. Its SMILES is O=c1o[nH]o/c1=N/O. The calculation puts the LUMO energy at -0.54 eV.

=====

Which is the most stable structure? model B is the most stable.

=====

Model A:
CH2Cl2O3 | ωB97M-V/def2-TZVPD

CARTESIAN COORDINATES (ANGSTROEM)
C: 0.1007 -0.5434 -0.4017
O: 1.2911 -0.0534 -0.7810
O: -0.9072 -0.2018 -0.8972
O: 0.1418 -1.4480 0.5831
Cl: -1.7529 1.6716 1.2593
Cl: 1.6164 -1.6349 1.4679
H: 1.3794 0.7777 -1.2227
H: -1.8692 1.4321 -0.0076

As for the HOMO energy: -11.29 eV. The value obtained for the orbital gap is 10.354 eV. The total charge is 0. Its SMILES is O=C(O)OCl.Cl. The calculation puts the LUMO energy at -0.94 eV.

=====

Model B:
CH2Cl2O3 | ωB97M-V/def2-TZVPD

CARTESIAN COORDINATES (ANGSTROEM)
C: -0.6297 -0.1581 2.3129
O: -0.4610 -0.4931 3.6262
O: -0.1311 -0.8051 1.4538
O: -1.3111 0.8942 2.1215
Cl: -0.4415 0.3415 -1.7053
Cl: -2.1508 1.5700 3.5643
H: 0.0021 -1.2787 3.6447
H: -0.1402 1.5420 -1.4650

As for the HOMO energy: -11.11 eV. The value obtained for the orbital gap is 9.374 eV. The total charge is 0. Its SMILES is O=C(O)OCl.Cl. The calculation puts the LUMO energy at -1.74 eV.

=====

Which is the most stable structure? model A is the most stable.